Entry 1:
{"formula": "C4H14N2O2", "method": "the ωB97M-V functional and the def2-TZVPD basis", "orbital_gap_ev": 9.53, "e_homo_ev": -8.697, "species": ["O", "O", "N", "N", "C", "C", "C", "C", "H", "H", "H", "H", "H", "H", "H", "H", "H", "H", "H", "H", "H", "H"], "coordinates": [[0.2248, 0.3824, 2.1289], [1.1753, -0.2581, -1.7576], [-1.2305, 0.2120, -0.2268], [1.8943, -0.1985, -0.7153], [-2.0384, 1.4047, -0.4004], [2.4022, -1.4622, -0.1949], [-2.0238, -0.9968, -0.1177], [2.0268, 0.8905, -0.0040], [-2.6262, -1.1785, -1.0184], [3.4422, -1.5957, -0.4911], [-1.3825, 2.2724, -0.4679], [0.0144, 0.3729, 1.0972], [-2.6591, 1.3683, -1.3069], [-1.3616, -1.8493, 0.0285], [2.6636, 0.8743, 0.8584], [-2.6984, -0.9135, 0.7349], [1.8121, -2.2683, -0.6272], [-2.6963, 1.5239, 0.4634], [1.7220, 1.8236, -0.4448], [-0.5787, 0.1160, -1.0090], [-0.3891, 0.9755, 2.5837], [2.3067, -1.4957, 0.8871]]}

***

Entry 2:
{"formula": "C6Cl5RhSe2Te2", "method": "the ωB97M-V functional and the def2-TZVPD basis", "orbital_gap_ev": [6.01, 6.01], "e_homo_ev": [-8.209, -8.211], "species": ["Te", "Te", "Rh", "Se", "Se", "Cl", "Cl", "Cl", "Cl", "Cl", "C", "C", "C", "C", "C", "C"], "coordinates": [[4.7300, -1.3038, 0.1508], [2.9639, -1.5250, -1.9594], [2.1983, -0.3646, 0.0636], [2.4642, 0.8497, -2.1765], [2.8627, -1.9864, 1.6015], [-4.0854, 1.2449, 0.4670], [-3.3935, -1.3308, -1.1381], [-0.4509, -2.2679, -1.4203], [1.2111, 1.8906, 1.4737], [-1.7772, 2.8980, 1.8116], [-2.4490, 0.7346, 0.3152], [-2.1331, -0.4180, -0.4049], [-0.1292, 1.0320, 0.7677], [-0.8020, -0.8274, -0.5260], [-1.4340, 1.4738, 0.9141], [0.2242, -0.0998, 0.0599]]}

***

Entry 3:
{"formula": "C7H14N2S", "method": "the ωB97M-V functional and the def2-TZVPD basis", "orbital_gap_ev": 9.23, "e_homo_ev": -8.431, "species": ["S", "N", "N", "C", "C", "C", "C", "C", "C", "C", "H", "H", "H", "H", "H", "H", "H", "H", "H", "H", "H", "H", "H", "H"], "coordinates": [[0.2565, -2.8205, -0.2152], [-2.6386, 2.1310, -0.3763], [-0.7423, 3.2318, -0.2524], [0.2128, -2.5855, -1.9851], [-1.7029, 1.2233, 0.0623], [0.7849, 1.4717, 0.6577], [-0.5396, 1.9370, 0.1507], [-2.0204, 3.3232, -0.5161], [0.7110, 1.3990, 2.1970], [1.8803, -3.6091, -0.0818], [-0.6567, -1.9905, -2.2717], [2.6875, -2.9005, -0.2708], [-0.1730, 0.8844, 2.5731], [-1.8944, 0.2285, 0.4381], [-3.5965, 1.8739, -0.5649], [1.0435, 0.4616, 0.3268], [1.8818, -4.4798, -0.7327], [0.5893, 2.4193, 2.5827], [1.0531, -2.0052, -2.3796], [1.5809, 0.9220, 2.6516], [0.1837, -3.5244, -2.5331], [-2.5229, 4.2426, -0.7533], [1.6161, 2.0882, 0.3400], [2.0058, -3.9218, 0.9531]]}

***

Entry 4:
{"formula": "C52H78BGeN8ORuS", "method": "the ωB97M-V functional and the def2-TZVPD basis", "charge": 1, "orbital_gap_ev": [5.50, 7.00], "multiplicity": 5, "s_squared": 6.03, "e_homo_ev": [-8.132, -9.636], "species": ["Ru", "Ge", "S", "O", "N", "N", "N", "N", "N", "N", "N", "N", "C", "C", "C", "C", "C", "C", "C", "C", "C", "C", "C", "C", "C", "C", "C", "C", "C", "C", "C", "C", "C", "C", "C", "C", "C", "C", "C", "C", "C", "C", "C", "C", "C", "C", "C", "C", "C", "C", "C", "C", "C", "C", "C", "C", "C", "C", "C", "C", "C", "C", "C", "C", "B", "H", "H", "H", "H", "H", "H", "H", "H", "H", "H", "H", "H", "H", "H", "H", "H", "H", "H", "H", "H", "H", "H", "H", "H", "H", "H", "H", "H", "H", "H", "H", "H", "H", "H", "H", "H", "H", "H", "H", "H", "H", "H", "H", "H", "H", "H", "H", "H", "H", "H", "H", "H", "H", "H", "H", "H", "H", "H", "H", "H", "H", "H", "H", "H", "H", "H", "H", "H", "H", "H", "H", "H", "H", "H", "H", "H", "H", "H"], "coordinates": [[-0.7339, -0.3933, 0.6207], [1.6568, -0.7819, -2.0997], [-2.0371, -4.0933, 2.4213], [-2.1045, -2.7265, 1.7839], [1.1566, -0.0020, 1.6202], [0.0020, 2.3178, -0.2213], [1.3645, 1.3297, 1.8577], [-0.9591, 1.3960, -0.5544], [-0.9778, 2.2482, 2.1034], [-1.7938, -3.6487, -1.1343], [-1.8538, -5.6509, -3.0698], [-1.6461, 1.0555, 2.1406], [-2.9111, -0.3940, -1.7581], [-2.6475, 0.9982, -2.3230], [3.3691, 3.8788, 2.6483], [2.9697, 1.7805, -2.5877], [4.1470, -4.8297, -2.7614], [-0.6806, -4.6916, -2.9799], [-1.6578, 5.2958, 4.0674], [-3.1369, -5.0583, -2.5267], [-2.8864, 2.6429, 3.1239], [2.2014, -2.1850, 2.4161], [1.7604, 3.1553, 4.4569], [0.9733, 4.4355, -1.3821], [-0.3911, -0.9802, -4.1528], [4.7294, -3.7937, -2.0500], [0.9167, -0.5631, -3.9019], [2.8650, -4.6674, -3.2709], [2.8691, 0.6888, -1.7244], [-1.2602, -3.8913, 4.0096], [-3.8703, 1.8951, -2.0859], [-3.2824, -0.7020, 4.1564], [-4.3611, -0.4748, 1.8664], [-0.5488, -4.2459, -1.5437], [2.1715, -3.4864, -3.0433], [2.8550, 0.2061, 3.0295], [2.0604, -0.6864, 2.3126], [-1.7214, 3.2241, 2.6639], [-2.7969, 1.2978, 2.7675], [-0.9420, -0.9220, -5.4272], [3.9253, 2.7684, -2.3887], [-0.7905, 2.8160, -2.2344], [4.0322, -2.6077, -1.8391], [1.9072, 4.7494, -0.2299], [-2.0748, 5.4192, 1.5803], [3.7229, 0.6522, -0.6196], [-3.8270, 0.2552, 3.0960], [2.3889, 1.4682, 2.7360], [-2.8799, -4.5901, -1.1086], [1.1220, -3.0076, 1.7267], [-1.4464, 1.6892, -1.7415], [-0.1874, -0.4344, -6.4845], [0.0940, 3.2102, -1.2476], [1.1219, -0.0310, -6.2608], [4.7778, 2.7027, -1.2969], [2.7314, -2.4343, -2.3109], [-1.3452, 4.6792, 2.7053], [0.1270, 5.6723, -1.7050], [3.5888, -2.6379, 1.9495], [-3.6804, -4.4391, 3.0003], [2.8422, 2.7070, 3.4697], [4.6635, 1.6487, -0.4009], [0.2692, -1.1811, -0.8216], [1.6681, -0.1019, -4.9855], [0.3592, 2.3998, 1.3233], [-5.1716, -1.1522, 2.1491], [-4.7526, 0.2308, 1.1319], [-2.4274, -1.2440, 3.7557], [-1.7794, 6.4694, 1.5500], [-3.1545, 5.3723, 1.7336], [5.7391, -3.8976, -1.6741], [4.0117, 3.5503, 1.8294], [-0.2664, -5.1138, -0.9199], [1.1472, -4.0369, 2.0986], [0.2526, -3.5105, -1.4724], [1.5853, 4.2294, -2.2652], [5.5198, 3.4749, -1.1391], [-3.6462, -5.2603, 3.7148], [2.5613, 4.4746, 2.2343], [-1.3208, 6.3327, 4.0971], [1.3606, 5.2247, 0.5851], [-2.7314, 5.2917, 4.2640], [-1.9614, -1.2488, -5.5966], [2.2997, 1.8637, -3.4332], [1.2709, -3.0249, 0.6453], [-3.1534, -0.3306, -0.6903], [3.6877, 2.3390, 4.0580], [-3.5824, -1.0768, 1.3951], [-1.6812, -3.1174, -0.2896], [-4.0585, -3.5279, 3.4640], [3.9562, 4.5291, 3.2986], [0.1949, -5.2209, -3.3510], [2.6733, 5.4511, -0.5638], [-1.1261, -4.8784, 4.4508], [-0.9561, 3.2985, -3.1831], [-0.5014, 5.5295, -2.5829], [-1.8592, 4.9696, 0.6096], [4.3862, -2.0182, 2.3590], [-3.9035, -5.8274, -2.6022], [1.1963, -3.3504, -3.5017], [0.8119, 3.4645, 1.5608], [0.7785, 6.5274, -1.8910], [5.3080, 1.6001, 0.4678], [1.7234, 0.3314, -7.0843], [-3.7888, -4.1140, -0.7403], [-1.6214, -6.4839, -2.5214], [-2.9589, -0.1548, 5.0425], [-1.8719, -3.2540, 4.6445], [-2.0645, -1.0727, -1.8637], [2.7050, 0.1797, -4.8497], [-4.6608, 0.8085, 3.5354], [-1.1672, 4.7520, 4.8749], [-3.7040, 3.1215, 3.6358], [-0.5196, 5.9223, -0.8630], [2.4288, -5.4503, -3.8821], [3.6649, -0.0336, 3.6986], [-1.9865, -5.9592, -4.0340], [2.1471, -2.3926, 3.4909], [-0.2758, 4.7701, 2.5252], [0.1201, -2.6129, 1.9075], [-0.9933, -1.3454, -3.3288], [1.5011, 2.3553, 5.1512], [3.6481, -0.1554, 0.0969], [-3.3811, -4.2158, -3.1713], [3.9929, 3.5982, -3.0807], [-0.6128, -0.3748, -7.4776], [3.7717, -3.6679, 2.2613], [-2.4754, 0.9261, -3.4011], [-4.0472, -1.4221, 4.4637], [-4.2957, -4.7187, 2.1483], [3.6520, -2.6110, 0.8599], [-0.9235, -3.8525, -3.6300], [-4.0061, 2.0661, -1.0152], [2.1049, 4.0148, 5.0343], [-0.2911, -3.4323, 3.8278], [-4.7755, 1.4273, -2.4772], [4.6969, -5.7433, -2.9442], [0.8532, 3.4446, 3.9286], [4.5300, -1.8042, -1.3109], [-3.7515, 2.8658, -2.5666], [-3.7808, -0.8404, -2.2457], [-2.6796, -5.4751, -0.4748], [2.4082, 3.8666, 0.1590]]}